1.
DFT (the ωB97M-V functional and the def2-TZVPD basis) results for a molecular structure, C24H53N7O8V in a non-equilibrium geometry.

Its orbital gap (spin up / spin down) is 0.2094 / 0.1888 hartree. The calculation puts the HOMO energy (spin up / spin down) at -11.99 / -11.99 eV. As for the charge: +2. The multiplicity is 4. As for the lowest unoccupied orbital energy (spin up / spin down): -6.29 / -6.85 eV. The largest force on an atom comes out at 3.62 eV Å⁻¹. The expectation value of S² is 3.7566.

Positions of all 93 atoms, in Å:
V1 -18.58 -4.39 -24.64
N1 -16.09 -7.10 -26.20
H1 -15.60 -6.23 -26.35
H2 -15.38 -7.79 -26.00
H3 -16.64 -7.32 -27.01
H4 -16.62 -7.02 -25.34
C1 -14.50 -3.23 -24.13
C2 -15.92 -3.65 -24.33
O1 -16.34 -4.14 -25.43
O2 -16.81 -3.46 -23.44
H5 -13.81 -3.89 -24.65
H6 -14.14 -3.26 -23.10
H7 -14.40 -2.21 -24.51
C3 -20.50 -4.20 -21.81
O3 -19.63 -3.93 -22.70
N2 -21.61 -3.46 -21.63
C4 -22.54 -3.76 -20.49
C5 -21.92 -2.27 -22.42
H8 -20.40 -5.02 -21.08
H9 -22.26 -4.64 -19.91
H10 -23.57 -3.94 -20.79
H11 -22.48 -2.90 -19.82
H12 -22.04 -1.40 -21.78
H13 -21.14 -2.01 -23.13
H14 -22.84 -2.44 -22.99
C6 -13.66 -4.37 -27.88
O4 -13.81 -5.55 -27.52
N3 -13.40 -4.08 -29.11
C7 -13.05 -2.76 -29.53
C8 -13.27 -5.06 -30.16
H15 -13.62 -3.51 -27.19
H16 -13.26 -1.99 -28.78
H17 -13.70 -2.55 -30.38
H18 -12.01 -2.70 -29.85
H19 -13.91 -4.74 -30.98
H20 -12.24 -5.30 -30.41
H21 -13.70 -6.01 -29.85
C9 -9.79 -0.11 -24.74
O5 -8.68 0.09 -24.18
N4 -10.99 0.45 -24.31
C10 -12.23 -0.02 -24.88
C11 -11.06 1.37 -23.20
H22 -9.86 -0.80 -25.60
H23 -12.99 -0.33 -24.15
H24 -12.11 -0.92 -25.48
H25 -12.74 0.71 -25.51
H26 -12.01 1.34 -22.68
H27 -10.26 1.41 -22.46
H28 -10.92 2.36 -23.64
C12 -18.94 -5.09 -27.88
O6 -18.81 -4.75 -26.70
N5 -19.94 -5.79 -28.41
C13 -20.12 -5.94 -29.84
C14 -20.80 -6.71 -27.59
H29 -18.29 -4.69 -28.67
H30 -19.90 -6.95 -30.17
H31 -19.55 -5.18 -30.38
H32 -21.18 -5.72 -30.02
H33 -20.65 -6.71 -26.51
H34 -21.83 -6.35 -27.71
H35 -20.80 -7.75 -27.90
C15 -10.01 -4.94 -22.93
C16 -10.86 -4.39 -24.05
O7 -10.89 -3.19 -24.35
C17 -11.64 -5.44 -24.84
H36 -9.73 -4.11 -22.28
H37 -9.11 -5.49 -23.22
H38 -10.58 -5.69 -22.37
H39 -12.12 -4.89 -25.65
H40 -12.39 -5.93 -24.22
H41 -10.89 -6.13 -25.21
C18 -12.93 -0.92 -18.38
C19 -13.27 -1.06 -19.85
O8 -14.21 -0.41 -20.39
C20 -12.50 -2.06 -20.68
H42 -13.00 -1.90 -17.91
H43 -13.59 -0.24 -17.85
H44 -11.97 -0.42 -18.22
H45 -12.77 -2.08 -21.74
H46 -12.64 -3.07 -20.30
H47 -11.50 -1.67 -20.51
C21 -16.01 -3.89 -20.38
C22 -15.29 -4.08 -19.13
N6 -14.71 -4.16 -18.14
H48 -15.40 -3.91 -21.29
H49 -16.51 -2.93 -20.31
H50 -16.70 -4.72 -20.51
C23 -15.60 -0.31 -23.07
C24 -16.76 0.41 -22.61
N7 -17.63 1.04 -22.17
H51 -15.69 -0.74 -24.07
H52 -15.39 -1.20 -22.48
H53 -14.79 0.42 -23.04

=====

2.
DFT (the ωB97M-V functional and the def2-TZVPD basis) results for 4 unconnected molecules or ions with the total composition C24H54ClN3 in a non-equilibrium geometry.

Its orbital gap is 0.3192 hartree. The calculation puts the HOMO energy at -12.94 eV. As for the charge: +2. As for the lowest unoccupied orbital energy: -4.26 eV. The largest force on an atom comes out at 3.24 eV Å⁻¹.

Positions of all 82 atoms, in Å:
Cl1 -1.17 2.27 -0.80
C1 -1.41 -2.88 -0.33
C2 -1.14 -2.57 -1.80
C3 -2.02 -1.48 -2.36
N1 -1.64 -0.88 -3.79
C4 -2.08 -1.94 -4.83
C5 -2.21 0.56 -4.08
C6 -1.30 1.11 -5.29
C7 0.07 0.55 -5.01
C8 -0.17 -0.58 -4.01
H1 -1.19 -3.93 -0.12
H2 -2.47 -2.72 -0.16
H3 -0.83 -2.26 0.35
H4 -1.39 -3.40 -2.47
H5 -0.06 -2.48 -1.82
H6 -2.02 -0.58 -1.75
H7 -3.09 -1.68 -2.38
H8 -1.71 -2.91 -4.51
H9 -1.57 -1.69 -5.77
H10 -3.17 -1.84 -4.84
H11 -3.29 0.46 -4.14
H12 -2.02 1.19 -3.20
H13 -1.84 0.90 -6.22
H14 -1.20 2.19 -5.22
H15 0.59 0.04 -5.81
H16 0.81 1.29 -4.69
H17 0.33 -1.47 -4.41
H18 0.27 -0.26 -3.07
C9 5.65 -2.34 1.54
C10 4.48 -1.76 0.85
C11 4.32 -0.17 0.96
N2 3.23 0.48 0.12
C12 1.86 0.09 0.67
C13 3.29 0.12 -1.35
C14 2.43 1.09 -2.10
C15 2.87 2.42 -1.43
C16 3.30 2.02 -0.04
H19 5.68 -3.42 1.68
H20 5.89 -1.96 2.53
H21 6.52 -2.11 0.93
H22 3.60 -2.25 1.27
H23 4.53 -2.14 -0.17
H24 5.23 0.37 0.69
H25 4.11 0.25 1.94
H26 1.08 0.62 0.12
H27 1.80 0.48 1.68
H28 1.59 -0.96 0.63
H29 3.00 -0.91 -1.50
H30 4.33 0.37 -1.59
H31 1.38 0.87 -1.96
H32 2.68 1.21 -3.16
H33 2.03 3.12 -1.40
H34 3.66 2.99 -1.92
H35 2.70 2.50 0.73
H36 4.32 2.28 0.24
C17 -4.46 -1.09 1.68
C18 -3.57 -0.67 2.87
C19 -3.18 0.84 2.58
N3 -1.98 1.46 3.43
C20 -1.94 3.00 3.01
C21 -0.61 0.73 3.10
C22 0.05 0.51 4.46
C23 -0.76 1.33 5.52
C24 -2.15 1.36 4.91
H37 -5.24 -0.34 1.60
H38 -5.07 -1.97 1.91
H39 -3.84 -1.02 0.78
H40 -2.67 -1.26 3.04
H41 -4.07 -0.75 3.84
H42 -4.03 1.50 2.73
H43 -2.81 0.89 1.55
H44 -1.64 3.08 1.97
H45 -1.25 3.55 3.65
H46 -2.86 3.53 3.25
H47 -0.02 1.34 2.42
H48 -0.85 -0.24 2.66
H49 1.10 0.78 4.59
H50 0.09 -0.57 4.61
H51 -0.48 2.38 5.57
H52 -0.79 0.94 6.53
H53 -2.96 2.00 5.24
H54 -2.66 0.40 5.04

=====

3.
DFT (the ωB97M-V functional and the def2-TZVPD basis) results for 3 unconnected molecules or ions with the total composition C24H54F5N7O6P4SSi in a non-equilibrium geometry.

Its orbital gap is 0.2309 hartree. The calculation puts the HOMO energy at -7.91 eV. As for the charge: 0. As for the lowest unoccupied orbital energy: -1.62 eV. The largest force on an atom comes out at 8.52 eV Å⁻¹.

Positions of all 102 atoms, in Å:
C1 1.99 -8.45 1.50
Si1 0.50 -7.23 1.66
C2 -0.30 -7.60 3.42
C3 -0.87 -7.45 0.33
C4 -2.03 -6.26 0.34
C5 -3.43 -6.73 1.11
F1 -3.20 -7.93 1.99
F2 -4.37 -7.22 0.03
P1 -4.18 -5.39 2.24
O1 -3.32 -6.12 3.58
N1 -4.18 -6.26 4.61
O2 -3.46 -6.54 5.59
C6 -3.20 -3.78 2.52
F3 -3.83 -3.05 3.67
F4 -2.97 -2.95 1.32
F5 -1.82 -4.16 3.02
P2 -5.44 -4.54 0.68
O3 -4.66 -4.32 -0.86
O4 -5.96 -2.92 1.20
S1 -7.14 -5.53 0.41
C7 1.01 -5.36 1.71
C8 1.10 -4.46 0.34
C9 1.50 -2.85 0.54
C10 1.80 -2.18 2.03
C11 1.74 -3.15 3.38
C12 1.34 -4.74 3.23
H1 2.83 -8.19 2.30
H2 2.47 -8.47 0.42
H3 1.62 -9.55 1.80
H4 0.58 -7.83 4.17
H5 -0.75 -6.56 3.76
H6 -1.09 -8.47 3.37
H7 -1.36 -8.53 0.31
H8 -0.33 -7.34 -0.73
H9 -2.33 -6.11 -0.80
H10 -1.62 -5.22 0.70
H11 -5.41 -5.63 3.01
H12 -4.90 -3.38 -1.18
H13 -5.74 -2.25 0.48
H14 0.87 -4.90 -0.72
H15 1.56 -2.18 -0.43
H16 2.05 -1.03 2.17
H17 1.95 -2.74 4.46
H18 1.30 -5.40 4.21
C13 3.75 2.64 -5.08
N2 3.52 1.32 -4.52
C14 3.79 0.32 -5.56
P3 2.33 0.81 -3.41
O5 3.34 -0.07 -2.63
N3 2.19 1.90 -2.07
C15 3.23 2.89 -1.79
C16 1.88 1.22 -0.80
N4 1.17 1.83 -4.30
C17 0.72 3.17 -3.94
C18 -0.02 1.02 -4.59
H19 3.01 2.90 -5.84
H20 4.74 2.70 -5.55
H21 3.76 3.42 -4.33
H22 3.00 0.33 -6.32
H23 3.84 -0.68 -5.13
H24 4.76 0.50 -6.05
H25 4.23 2.46 -1.85
H26 3.10 3.34 -0.80
H27 3.16 3.74 -2.47
H28 2.78 0.79 -0.34
H29 1.16 0.41 -0.96
H30 1.43 1.91 -0.09
H31 0.19 3.19 -2.98
H32 0.05 3.57 -4.70
H33 1.55 3.88 -3.91
H34 -0.61 0.84 -3.68
H35 0.27 0.05 -5.01
H36 -0.67 1.49 -5.34
C19 1.61 7.95 1.09
N5 1.34 6.78 0.28
C20 1.90 7.01 -1.06
P4 -0.06 5.81 0.25
O6 0.78 4.51 0.14
N6 -0.58 5.38 1.84
C21 0.30 5.55 2.99
C22 -1.15 4.02 1.92
N7 -1.02 7.30 0.38
C23 -1.62 7.85 1.59
C24 -2.07 7.27 -0.66
H37 1.07 8.84 0.75
H38 2.68 8.20 1.06
H39 1.40 7.80 2.15
H40 1.32 7.75 -1.61
H41 1.90 6.08 -1.64
H42 2.95 7.34 -1.00
H43 1.31 5.18 2.80
H44 -0.09 5.02 3.88
H45 0.35 6.59 3.30
H46 -0.37 3.25 1.98
H47 -1.77 3.81 1.04
H48 -1.80 3.92 2.79
H49 -2.37 7.19 2.04
H50 -2.11 8.80 1.38
H51 -0.87 8.09 2.35
H52 -2.84 6.53 -0.42
H53 -1.62 6.99 -1.62
H54 -2.54 8.25 -0.79